Density functional theory data (ωB97M-V with the def2-TZVPD basis set) for a structure of composition C4H24Na7O24 at a distorted geometry.

```
! RIJCOSX wB97M-V def2-TZVPD def2/J DEFGRID3
* xyz -1 1
Na -0.034 19.289 0.067
Na -0.846 15.188 -3.335
Na 0.032 17.063 -5.944
Na -4.143 15.539 -3.486
Na -1.804 18.752 -3.523
Na -3.989 20.092 -1.095
Na -0.589 15.844 0.093
C -2.844 17.296 -1.466
O -3.924 17.653 -1.935
O -2.211 18.258 -0.907
O -2.441 16.120 -1.652
C -3.028 17.206 -5.712
O -2.171 16.687 -4.908
O -3.175 18.426 -5.674
O -3.704 16.524 -6.419
C -2.298 21.421 1.524
O -1.356 20.643 1.621
O -2.654 21.723 0.397
O -3.059 21.624 2.460
C 0.763 17.581 -2.490
O 0.813 17.091 -3.604
O 0.934 16.839 -1.539
O 0.502 18.816 -2.402
O 3.233 19.518 -2.368
H 3.627 18.677 -2.137
H 2.294 19.387 -2.239
O -4.931 22.575 -5.400
H -4.366 22.198 -6.075
H -5.820 22.373 -5.691
O -2.071 21.094 -5.629
H -1.197 20.787 -5.867
H -2.616 20.307 -5.648
O -6.624 17.987 -1.528
H -5.846 17.796 -2.051
H -6.316 18.590 -0.851
O 1.034 21.560 -2.345
H 0.101 21.761 -2.281
H 1.072 20.604 -2.387
O -1.770 21.383 -2.341
H -1.713 21.422 -1.386
H -2.147 22.226 -2.593
O -1.054 23.603 -4.838
H -1.312 22.780 -5.253
H -1.848 23.909 -4.399
O -4.789 20.673 -3.463
H -4.922 21.389 -4.083
H -4.922 19.878 -3.980
O -5.879 18.700 -5.091
H -5.107 18.512 -5.624
H -6.149 17.847 -4.751
O 0.552 20.796 -5.078
H 1.109 21.569 -4.991
H 0.852 20.206 -4.386
O 3.061 16.018 -4.402
H 2.279 16.559 -4.293
H 3.756 16.510 -3.965
O -4.170 20.418 -7.574
H -3.914 19.619 -7.114
H -5.006 20.200 -7.986
*
```

Computed properties:
LUMO = -0.1950 eV
max |F| = 8.5 eV/A
gap between HOMO and LUMO = 1.61 eV

Atom charges from the natural (NBO) analysis, given in e for atoms 1 to 2: Na 0.9377; Na 0.9548